1.
Entry from the OMol25 dataset: a 3-piece molecular cluster, C30H60ClN3O8PS overall (the ωB97M-V functional and the def2-TZVPD basis).

- Total charge: +1
- Electronic energy: -3144.80941 Eh

XYZ file:
```
104
Properties=species:S:1:pos:R:3:forces:R:3
C -1.622 3.201 2.952 0.0 0.0 -0.6
C -2.986 3.619 2.364 0.3 0.3 0.2
S -4.216 2.320 2.120 -0.2 -0.1 0.0
C -3.927 1.625 0.474 0.2 0.1 0.0
C -2.551 0.989 0.239 -0.1 0.0 -0.6
C -1.529 2.008 -0.273 -0.5 -0.7 -0.1
C -0.424 1.143 -0.848 0.0 0.9 0.2
Cl 0.742 2.243 -1.643 -0.1 -0.3 -0.2
C 0.316 0.263 0.142 0.3 -0.1 0.0
C 1.425 -0.627 -0.431 -0.2 -0.4 0.0
C 0.952 -2.013 -0.959 0.5 0.2 0.0
C 1.157 -3.131 0.067 -0.2 0.2 0.3
C -0.084 -3.311 0.945 -0.2 -0.4 -0.5
C -0.027 -4.471 1.940 0.2 0.5 0.4
C 1.021 -4.266 3.048 -0.3 -0.4 -0.1
C 2.486 -4.513 2.633 0.0 0.2 -0.1
C 3.445 -3.292 2.626 0.0 0.0 0.0
C 2.871 -1.969 3.141 0.3 -0.2 0.1
C 3.879 -0.819 3.023 0.0 -0.2 -0.2
O 3.437 0.124 2.049 -0.2 0.0 0.1
C 3.327 1.454 2.505 0.0 0.1 -0.1
N -1.255 0.284 -1.799 0.3 -0.4 0.3
C -1.487 0.774 -3.196 0.1 0.3 -0.5
C -0.622 0.061 -4.246 -0.2 0.2 -0.1
C 0.680 0.746 -4.672 0.3 -0.3 -0.1
N 1.886 0.098 -4.139 -0.1 0.1 0.0
C -2.468 -0.071 -0.929 0.0 -0.4 0.8
P -4.084 -0.493 -1.816 -0.1 0.3 -0.3
N -4.741 -1.538 -0.637 0.2 0.0 0.0
O -3.506 -1.582 -2.896 -0.1 0.0 0.2
H -1.545 2.119 3.025 0.1 0.4 0.1
H -0.800 3.535 2.316 0.0 0.1 0.0
H -1.460 3.652 3.928 0.0 -0.1 0.1
H -3.479 4.285 3.072 -0.1 0.0 -0.1
H -2.879 4.211 1.453 -0.1 -0.1 -0.1
H -4.127 2.379 -0.292 -0.1 0.0 0.0
H -4.732 0.889 0.411 0.0 0.1 0.0
H -2.238 0.476 1.148 0.1 0.2 0.1
H -2.027 2.449 -1.144 0.2 0.5 0.2
H -1.201 2.785 0.398 0.1 0.0 0.2
H 0.738 0.941 0.886 0.0 0.0 0.0
H -0.379 -0.378 0.687 0.0 0.2 0.0
H 2.006 -0.120 -1.202 -0.1 0.2 0.0
H 2.119 -0.799 0.393 0.0 0.0 -0.1
H -0.115 -2.019 -1.233 0.0 -0.1 -0.1
H 1.513 -2.241 -1.870 -0.1 -0.1 0.0
H 2.006 -2.837 0.682 0.0 -0.2 -0.1
H 1.416 -4.081 -0.405 -0.1 0.0 -0.1
H -0.329 -2.387 1.474 0.2 -0.1 0.0
H -0.920 -3.499 0.252 0.0 0.0 0.1
H 0.129 -5.423 1.426 0.0 0.0 0.0
H -0.997 -4.511 2.443 -0.1 -0.2 -0.1
H 0.771 -4.963 3.850 0.0 0.0 0.0
H 0.848 -3.270 3.452 0.1 0.0 0.1
H 2.490 -4.948 1.631 0.0 0.0 0.0
H 2.901 -5.294 3.271 0.0 0.1 0.1
H 3.818 -3.130 1.610 0.0 0.0 0.0
H 4.336 -3.524 3.215 0.0 0.0 0.0
H 1.982 -1.689 2.575 -0.1 0.1 0.1
H 2.580 -2.098 4.186 -0.2 0.1 0.0
H 4.843 -1.212 2.687 0.1 0.1 0.1
H 4.030 -0.330 3.988 0.0 0.1 0.0
H 4.278 1.989 2.423 0.0 0.0 0.1
H 2.597 1.964 1.876 0.0 0.0 0.0
H 2.972 1.495 3.539 0.0 0.0 0.0
H -0.737 -0.593 -1.882 0.0 0.1 -0.2
H -2.530 0.618 -3.450 -0.1 0.0 0.2
H -1.300 1.846 -3.234 0.0 0.0 0.2
H -0.422 -0.974 -3.945 -0.1 0.0 0.0
H -1.262 -0.014 -5.126 0.0 -0.1 0.0
H 0.738 0.710 -5.762 -0.1 0.0 0.0
H 0.661 1.803 -4.396 -0.1 0.0 0.0
H 1.673 -0.669 -3.519 0.0 0.0 0.0
H 2.489 0.744 -3.651 0.0 0.0 0.1
H -2.175 -1.005 -0.438 0.0 -0.1 -0.2
H -4.639 -1.225 0.321 -0.2 -0.1 0.0
H -4.454 -2.508 -0.710 0.0 0.0 0.1
H -3.224 -2.414 -2.497 0.1 -0.1 -0.1
C -3.930 -1.888 6.047 0.1 -0.2 -0.1
C -2.854 -0.952 5.567 -0.1 0.1 0.1
C -3.316 0.175 4.664 -0.1 -0.1 0.1
O -2.154 0.401 3.846 -0.1 -0.5 0.1
C -1.454 -0.749 3.800 0.0 -0.2 0.3
O -0.541 -0.953 3.056 0.0 0.2 0.0
O -1.922 -1.634 4.692 0.1 0.0 0.0
H -4.651 -1.346 6.657 0.0 0.0 0.0
H -4.448 -2.342 5.201 0.0 0.1 0.0
H -3.502 -2.690 6.646 0.0 0.0 0.0
H -2.277 -0.559 6.408 0.0 0.0 0.0
H -3.581 1.088 5.189 0.1 0.0 0.0
H -4.141 -0.129 4.015 0.0 0.0 0.1
C 3.980 5.012 -5.513 -0.1 0.2 -0.1
C 2.998 4.014 -6.070 0.2 0.0 0.1
C 3.570 3.009 -7.050 0.0 -0.1 0.0
O 2.437 2.717 -7.874 0.1 0.0 0.0
C 1.611 3.792 -7.848 0.0 0.0 0.1
O 0.675 3.945 -8.558 -0.1 0.0 0.0
O 2.002 4.658 -6.880 0.0 0.0 0.0
H 4.757 4.500 -4.945 0.0 0.0 0.0
H 4.444 5.578 -6.321 0.0 -0.1 0.0
H 3.479 5.722 -4.857 0.0 0.0 0.0
H 2.468 3.500 -5.260 0.0 0.0 0.0
H 3.934 2.096 -6.587 -0.1 0.0 0.0
H 4.357 3.446 -7.670 0.0 0.0 0.0
```
Forces are in eV/Å.

2.
Entry from the OMol25 dataset: a 8-piece molecular cluster, C36H94N6O14 overall in a non-equilibrium geometry (the ωB97M-V functional and the def2-TZVPD basis).

- SMILES: COCCNCCOC.COCCNCCOC.COCCNCCOC.COCCNCCOC.COCCNCCOC.COCCNCCOC.O.O
- ΔE to the lowest compared entry with this formula, charge and spin: 44.2 kcal per mole
- Total charge: 0
- Electronic energy: -2809.53400 Eh

XYZ file:
```
150
Properties=species:S:1:pos:R:3:forces:R:3
C -17.687 14.297 10.796 0.4 0.3 -0.9
O -16.551 15.122 10.591 -0.3 0.3 -0.3
C -15.857 14.929 9.363 0.4 0.1 0.8
C -15.185 13.551 9.296 0.9 1.7 -0.1
N -13.958 13.570 10.099 -0.4 -0.4 0.1
C -13.042 12.473 9.771 -0.6 0.9 -0.2
C -11.768 12.588 10.595 0.0 -0.7 0.4
O -10.822 13.528 10.168 0.3 0.1 -0.3
C -9.968 13.111 9.147 0.5 -0.5 -0.8
H -17.348 13.308 11.113 -0.5 0.0 0.3
H -18.255 14.201 9.863 0.0 -0.1 0.0
H -18.342 14.811 11.496 0.2 -0.3 0.3
H -15.100 15.711 9.399 0.3 -0.2 -0.1
H -16.417 15.168 8.452 -0.7 -0.4 0.2
H -14.831 13.510 8.263 -0.4 -0.8 -0.1
H -15.887 12.775 9.606 0.0 -0.3 -0.5
H -14.218 13.578 11.079 0.2 -0.1 0.1
H -12.907 12.585 8.690 0.7 0.0 0.1
H -13.475 11.463 9.836 -0.1 0.0 0.5
H -11.365 11.567 10.696 0.4 0.2 -0.2
H -11.963 12.915 11.621 -0.5 -0.2 -0.1
H -10.479 12.643 8.295 -0.3 0.3 0.0
H -9.219 12.350 9.413 -0.1 0.0 0.7
H -9.396 13.966 8.790 -0.2 0.1 0.0
C -5.807 12.392 8.701 2.2 2.1 1.0
O -4.897 11.462 9.271 -0.6 -0.3 -0.9
C -5.282 10.108 9.139 0.0 -0.5 0.8
C -5.399 9.551 7.751 -0.3 0.3 -1.7
N -4.205 9.622 6.902 0.1 -0.7 0.2
C -3.297 8.508 7.153 0.2 -0.2 0.8
C -2.198 8.404 6.117 -0.5 0.1 0.4
O -1.469 7.203 6.326 0.7 0.1 0.0
C -0.399 7.122 5.399 0.2 0.5 -0.9
H -5.189 13.307 8.710 0.0 0.0 -0.3
H -6.538 12.729 9.440 -0.9 -0.9 -0.5
H -6.024 12.304 7.638 -0.7 -0.7 0.2
H -6.233 9.880 9.643 0.0 0.3 0.2
H -4.502 9.589 9.703 -0.1 -0.2 -0.1
H -6.183 9.999 7.120 -0.1 0.6 0.6
H -5.789 8.534 7.781 0.5 -0.2 0.4
H -3.742 10.506 7.083 0.1 0.0 -0.1
H -3.855 7.572 7.242 -0.2 0.1 -0.5
H -2.806 8.587 8.137 0.1 0.1 0.0
H -1.563 9.277 6.309 0.3 0.0 -0.6
H -2.603 8.395 5.103 0.0 0.3 0.0
H 0.358 6.372 5.623 -0.4 -0.2 0.5
H 0.135 8.073 5.312 -0.1 0.1 0.2
H -0.793 6.910 4.400 0.0 -0.1 0.0
C 3.727 19.283 6.802 0.7 0.2 1.5
O 2.530 18.771 7.351 0.7 -0.4 -0.5
C 2.742 17.523 8.018 -1.0 0.9 0.1
C 1.339 17.074 8.440 1.8 -0.2 -1.1
N 0.846 17.895 9.528 -0.4 -1.6 0.3
C -0.196 17.211 10.269 -1.6 1.0 1.5
C -1.629 17.350 9.726 0.6 0.3 -0.5
O -1.850 16.415 8.683 -0.7 0.3 -0.3
C -2.535 15.262 9.074 0.1 -1.3 -0.2
H 4.403 18.536 6.369 -0.7 -0.2 -0.7
H 4.382 19.630 7.619 -0.2 0.4 0.1
H 3.504 20.131 6.165 0.0 -0.2 -0.3
H 3.347 17.666 8.920 0.2 0.0 -0.1
H 3.228 16.824 7.329 -0.1 -0.1 0.0
H 1.492 16.031 8.732 -0.4 0.1 0.6
H 0.787 17.006 7.496 -0.6 0.3 0.2
H 0.485 18.807 9.291 0.3 0.0 -0.6
H -0.277 17.659 11.274 0.4 0.0 -0.1
H -0.037 16.151 10.466 0.5 0.0 -0.3
H -1.775 18.352 9.303 0.3 -0.1 -0.3
H -2.373 17.353 10.531 0.0 -0.8 0.0
H -2.937 14.669 8.243 0.0 0.8 -0.5
H -3.391 15.477 9.717 0.2 0.0 0.3
H -1.843 14.501 9.467 -0.1 0.4 0.8
C -12.817 8.718 4.298 -0.2 -0.4 -0.2
O -11.423 8.683 4.017 -0.4 -0.3 1.1
C -10.657 9.006 5.169 0.5 0.9 0.3
C -10.296 10.506 5.185 0.7 0.0 0.2
N -9.313 10.884 4.181 -0.7 -0.2 -1.2
C -8.016 10.235 4.224 1.0 0.1 1.6
C -7.117 10.632 3.080 -1.0 1.3 -1.3
O -5.902 9.952 2.958 -0.4 -0.5 0.6
C -5.205 10.299 1.796 0.6 0.6 0.0
H -13.219 9.728 4.196 -0.1 0.0 -0.2
H -13.086 8.358 5.297 0.4 0.1 0.2
H -13.302 7.997 3.638 0.0 0.4 -0.4
H -9.768 8.376 5.152 0.2 0.2 -0.2
H -11.111 8.780 6.140 -0.7 -0.2 -0.3
H -9.950 10.856 6.166 0.2 -0.5 0.1
H -11.156 11.155 5.002 -0.3 -0.4 -0.1
H -9.801 10.747 3.298 0.5 -0.1 -0.2
H -7.925 9.148 4.359 -0.6 -0.1 -0.2
H -7.615 10.665 5.153 0.5 -0.3 0.0
H -6.983 11.722 3.121 0.4 0.0 0.2
H -7.701 10.523 2.151 0.0 -0.3 -0.1
H -4.988 11.375 1.783 0.0 0.1 0.0
H -5.715 10.073 0.854 -0.3 -0.3 0.1
H -4.245 9.788 1.829 -0.1 -0.2 -0.1
C 0.427 10.985 3.864 0.1 0.3 -0.1
O 0.031 11.565 5.092 0.2 -1.1 -0.1
C 0.765 11.066 6.200 -0.8 1.8 1.1
C 0.045 11.690 7.419 1.5 -0.2 -0.8
N 0.622 11.218 8.658 -1.1 -0.8 0.9
C 0.146 12.021 9.783 0.2 -0.3 -0.3
C 0.696 11.589 11.131 1.3 0.2 -0.5
O 2.113 11.384 10.967 -0.5 -0.2 0.2
C 2.677 10.777 12.100 0.0 -0.5 0.3
H 0.061 9.967 3.695 -0.2 0.0 0.3
H 1.517 10.943 3.786 0.1 0.2 -0.1
H 0.020 11.634 3.092 0.1 -0.1 -0.2
H 1.763 11.509 6.178 0.4 -0.6 -0.2
H 0.754 9.988 6.359 0.2 -0.2 -0.5
H -0.997 11.426 7.233 -0.2 0.1 0.8
H 0.181 12.778 7.376 -0.4 0.1 -0.4
H 1.627 11.131 8.707 0.0 0.2 -0.4
H -0.939 11.907 9.807 -0.1 0.4 0.1
H 0.438 13.060 9.580 -0.3 0.3 0.3
H 0.242 10.673 11.512 -0.1 -0.1 -0.1
H 0.625 12.394 11.864 -0.6 0.0 0.1
H 2.473 11.289 13.048 0.2 0.6 -0.2
H 3.743 10.683 11.916 0.1 0.1 0.2
H 2.275 9.776 12.306 -0.1 -0.2 -0.5
C -7.875 7.156 7.056 -0.1 0.9 -0.5
O -7.755 7.306 8.443 0.0 -1.1 0.9
C -8.593 8.269 9.065 1.3 0.8 -0.8
C -10.062 7.960 9.167 0.0 -0.2 0.1
N -10.285 6.761 9.956 -0.4 0.4 0.7
C -11.674 6.338 9.963 0.4 -0.6 -0.8
C -12.517 7.175 10.888 -0.8 0.8 0.4
O -13.852 6.758 10.762 -0.4 -0.9 -0.6
C -14.855 7.351 11.570 1.9 0.3 -0.1
H -7.031 6.600 6.649 0.1 -0.1 0.4
H -7.814 8.163 6.617 -0.2 -0.1 -0.3
H -8.790 6.662 6.715 -0.1 0.0 0.2
H -8.336 9.213 8.558 -0.9 0.2 -0.3
H -8.156 8.478 10.043 -0.2 -0.7 0.3
H -10.604 7.896 8.213 0.4 -0.1 -0.4
H -10.500 8.841 9.646 -0.1 -0.1 0.3
H -9.643 6.004 9.787 0.1 0.1 -0.3
H -11.773 5.275 10.195 0.2 0.1 0.5
H -12.060 6.360 8.930 -0.4 0.4 0.1
H -12.470 8.243 10.628 0.2 0.0 -0.1
H -12.186 7.112 11.933 0.2 -0.2 0.0
H -15.742 6.760 11.377 -0.2 0.2 0.3
H -14.945 8.412 11.308 -0.5 0.0 -0.1
H -14.495 7.334 12.605 -0.5 -0.2 0.2
O -2.506 4.811 4.646 0.2 0.0 0.0
H -1.975 5.179 5.365 -0.3 -0.1 0.1
H -2.099 3.961 4.449 -0.1 0.0 0.0
O -1.758 5.124 8.107 0.2 0.2 0.0
H -1.457 5.969 7.720 -0.3 -0.4 0.1
H -2.694 5.257 8.285 0.0 0.0 0.0
```
Forces are in eV/Å.

These records have orbital gap values of 9.1 8.9 eV, in the order they appear.
These records have E_LUMO values of -2.297 0.378 eV, in the order they appear.